C51H48INOP3STi | ωB97M-V/def2-TZVPD

## Properties
charge: +3
LUMO: -9.52 eV
E_HOMO: -14.35 eV
max |F|: 0.82 eV Å⁻¹

Geometry (Å):
Ti -0.4751 0.0579 0.1146
I 0.4480 -0.9446 2.6865
C -1.2949 -1.6302 3.6277
C -1.4250 -1.1818 4.9162
C -2.4561 -1.6703 5.7326
C -3.2825 -2.6323 5.2362
C -3.1502 -3.1106 3.9102
C -3.9975 -4.1654 3.4924
C -3.8919 -4.6881 2.2417
C -2.9964 -4.1029 1.3344
C -2.1578 -3.0587 1.6691
P -1.2741 -2.3873 0.2037
C 0.2075 -3.3701 -0.0897
C 0.6413 -4.3357 0.8154
C 1.8029 -5.0491 0.5532
C 2.5291 -4.8004 -0.6028
C 2.0964 -3.8387 -1.5095
C 0.9390 -3.1234 -1.2536
C -2.4324 -2.7180 -1.1505
C -3.5983 -1.9515 -1.2103
C -4.6192 -2.3054 -2.0745
C -4.4776 -3.4190 -2.8937
C -3.3066 -4.1623 -2.8661
C -2.2822 -3.8176 -1.9948
C -2.1646 -2.5768 3.0235
H -0.7209 -0.4693 5.3249
H -2.5544 -1.3111 6.7471
H -4.0560 -3.0648 5.8577
H -4.7178 -4.5566 4.1993
H -4.5102 -5.5159 1.9245
H -2.9996 -4.4875 0.3246
H 0.0747 -4.5404 1.7156
H 2.1360 -5.8065 1.2498
H 3.4293 -5.3650 -0.8045
H 2.6535 -3.6594 -2.4197
H 0.5837 -2.4011 -1.9826
H -3.7339 -1.1021 -0.5487
H -5.5289 -1.7203 -2.1053
H -5.2825 -3.7066 -3.5572
H -3.1978 -5.0288 -3.5048
H -1.3900 -4.4293 -1.9475
C 3.5835 5.3692 -4.5494
S 2.4249 3.9895 -4.4886
C 0.8912 4.8965 -4.1335
C -0.2038 3.9478 -3.6519
C 0.2117 3.2005 -2.3954
N -0.8696 2.2769 -1.9097
P -0.7650 0.5978 -2.3628
C 0.6691 0.3406 -3.4179
C 0.5586 0.7009 -4.7666
C 1.6459 0.5688 -5.6117
C 2.8444 0.0607 -5.1299
C 2.9532 -0.3271 -3.8016
C 1.8724 -0.1875 -2.9463
C -2.1599 0.2747 -3.4431
C -3.1820 1.2052 -3.6111
C -4.1896 0.9640 -4.5339
C -4.1674 -0.1953 -5.2955
C -3.1430 -1.1203 -5.1329
C -2.1430 -0.8937 -4.2060
P -1.2488 2.4246 -0.2419
C -1.2955 4.1466 0.2051
C -0.6710 4.5716 1.3757
C -0.7624 5.9055 1.7453
C -1.4622 6.7977 0.9464
C -2.0810 6.3687 -0.2240
C -2.0050 5.0410 -0.6019
C -2.8595 1.6770 0.0888
C -2.7866 0.7991 1.1762
C -3.9185 0.2690 1.7864
C -5.1569 0.6251 1.2807
C -5.2552 1.4903 0.1891
C -4.1240 2.0196 -0.4041
H 4.5567 4.9570 -4.8053
H 3.6481 5.8673 -3.5843
H 3.2936 6.0786 -5.3215
H 0.5520 5.4040 -5.0365
H 1.1016 5.6596 -3.3803
H -0.4438 3.2333 -4.4431
H -1.1142 4.5188 -3.4565
H 0.4418 3.9115 -1.6001
H 1.1191 2.6265 -2.5764
H -0.3766 1.0749 -5.1616
H 1.5572 0.8620 -6.6485
H 3.6918 -0.0421 -5.7941
H 3.8807 -0.7443 -3.4326
H 1.9648 -0.5229 -1.9250
H -3.1610 2.1366 -3.0631
H -4.9738 1.6944 -4.6819
H -4.9395 -0.3708 -6.0329
H -3.1193 -2.0151 -5.7400
H -1.3357 -1.6097 -4.1025
H -0.1203 3.8733 1.9941
H -0.2831 6.2479 2.6519
H -1.5281 7.8381 1.2347
H -2.6252 7.0728 -0.8385
H -2.4869 4.7078 -1.5132
H -1.8188 0.5978 1.6741
H -3.8284 -0.3997 2.6315
H -6.0584 0.2410 1.7394
H -6.2329 1.7749 -0.1766
H -4.2248 2.7193 -1.2217
C 2.5116 0.8984 0.2132
O 1.1590 0.4896 0.0171
H 3.0734 0.0444 0.5911
H 2.5178 1.7208 0.9261
H 2.9108 1.2210 -0.7468


C5H13PS | ωB97M-V/def2-TZVPD

## Properties
LUMO: 0.74 eV
E_HOMO: -8.85 eV
max |F|: 5.40 eV Å⁻¹

Geometry (Å):
C -0.7545 1.0053 1.3791
C -0.7298 0.4284 -0.0585
P -2.5816 -0.6091 -0.1666
C 0.4948 -0.4456 -0.3948
C 1.7658 0.4466 -0.2468
C 0.3427 -1.0229 -1.7807
S 0.4973 -1.7899 0.9253
H 0.2406 1.3479 1.6739
H -1.5169 1.7790 1.4734
H -1.0069 0.2225 2.1279
H -0.8164 1.0215 -0.8587
H -2.5850 -0.8255 -1.6171
H -3.3256 0.6586 -0.1074
H 2.4879 0.0957 -0.8411
H 2.2020 0.4401 0.8304
H 1.4368 1.4357 -0.3183
H 1.3753 -1.5368 -1.9888
H -0.3205 -1.9027 -1.6719
H 0.0591 -0.3383 -2.5555
H 1.4828 -2.3024 0.2208


C31H36BrN4OOs | ωB97M-V/def2-TZVPD

## Properties
charge: +3
LUMO (spin up / spin down): -12.08 / -12.08 eV
E_HOMO (spin up / spin down): -17.03 / -17.03 eV
max |F|: 0.49 eV Å⁻¹

Geometry (Å):
Os 1.8275 0.4591 0.1391
C -2.6278 -1.3891 -5.5494
C -3.2760 -1.5367 -4.1751
C -3.7241 -3.0084 -3.9758
C -4.5207 -0.6187 -4.0937
C -2.3589 -1.1868 -3.0409
C -1.0042 -0.8008 -3.2893
C -0.2259 -0.4899 -2.2330
Br 1.5947 0.0376 -2.4416
C -0.7130 -0.5286 -0.8832
O 0.0494 -0.1829 0.0887
C -2.0723 -0.9407 -0.6089
C -2.8284 -1.2491 -1.7149
C -2.5999 -1.0229 0.8126
C -1.7534 -2.0333 1.6131
C -4.0545 -1.5000 0.8334
C -2.5425 0.3701 1.4721
H -3.3578 -1.6598 -6.3102
H -1.7734 -2.0557 -5.6799
H -2.3202 -0.3619 -5.7542
H -4.3858 -3.2628 -4.8032
H -4.2750 -3.1551 -3.0484
H -2.8746 -3.6914 -3.9958
H -5.1798 -0.8860 -4.9190
H -4.2491 0.4316 -4.2013
H -5.0788 -0.7466 -3.1681
H -0.6312 -0.7660 -4.3022
H -3.8506 -1.5586 -1.5690
H -1.7551 -3.0155 1.1383
H -2.1971 -2.1447 2.6022
H -0.7222 -1.7046 1.7460
H -4.1691 -2.4990 0.4105
H -4.7237 -0.8132 0.3134
H -4.3881 -1.5493 1.8689
H -1.5226 0.7210 1.6309
H -3.0249 0.3080 2.4473
H -3.0879 1.1092 0.8833
C 0.1685 3.1375 4.9930
C 0.3999 1.8210 5.3828
C 0.9320 0.9083 4.4944
C 1.2290 1.3225 3.1907
C 1.0208 2.6426 2.8075
C 0.4932 3.5508 3.7082
N 1.7585 0.3851 2.2443
N 2.1681 -0.6738 2.7730
C 2.6703 -1.6443 1.9159
C 3.0926 -2.8459 2.4498
C 3.5477 -3.8267 1.5765
C 3.5668 -3.5559 0.2155
C 3.1254 -2.3263 -0.2415
N 2.6819 -1.3722 0.5925
H -0.2547 3.8410 5.6967
H 0.1629 1.5060 6.3894
H 1.1041 -0.1106 4.8034
H 1.3476 2.9818 1.8426
H 0.3510 4.5827 3.4180
H 3.0550 -2.9912 3.5198
H 3.8765 -4.7855 1.9540
H 3.9264 -4.2839 -0.4974
H 3.1521 -2.0849 -1.2939
N 1.4681 2.4923 -0.3775
C 2.8096 3.0234 -0.1514
C 3.8816 2.2330 -0.5656
C 5.1815 2.6579 -0.2983
C 5.3900 3.8635 0.3478
C 4.3075 4.6458 0.7458
C 3.0091 4.2275 0.5051
H 0.7673 3.0207 0.1388
H 1.2024 2.5716 -1.3604
H 3.7362 1.3123 -1.1314
H 6.0207 2.0586 -0.6222
H 6.3981 4.2050 0.5374
H 4.4782 5.5914 1.2413
H 2.1709 4.8406 0.8127


C4H12O4Tl | ωB97M-V/def2-TZVPD

## Properties
charge: +2
⟨S²⟩: 0.756
LUMO (spin up / spin down): -7.52 / -13.77 eV
spin multiplicity: 2
E_HOMO (spin up / spin down): -17.32 / -17.02 eV
max |F|: 2.84 eV Å⁻¹

Geometry (Å):
Tl 1.1329 -1.4861 0.3759
C -2.1544 -1.2182 -1.6694
C -2.3995 -2.3541 -0.6526
O -1.2346 -3.1923 -0.5454
O -1.0748 -0.3440 -1.2637
H -3.1043 -0.6906 -1.7547
H -1.8688 -1.6113 -2.6451
H -3.2241 -3.0125 -0.9257
H -2.6408 -1.9968 0.3485
H -1.3301 -3.7973 -1.2846
H -1.3116 0.5694 -1.4404
C 1.9076 1.7193 2.0749
C 1.6916 2.4276 0.6979
O 0.9378 1.6339 -0.1727
O 2.7351 0.5311 1.8419
H 0.9625 1.5441 2.5890
H 2.4126 2.4357 2.7229
H 2.6584 2.5883 0.2209
H 1.2368 3.4130 0.7990
H 1.0152 2.0579 -1.0305
H 3.6526 0.7829 1.7139


C3H3N5 | ωB97M-V/def2-TZVPD

## Properties
LUMO: -1.23 eV
E_HOMO: -9.47 eV
max |F|: 6.84 eV Å⁻¹

Geometry (Å):
N 1.9371 -0.5827 1.5625
C 0.9202 -0.4916 0.6424
N 1.1865 -0.0329 -0.6088
C 0.3557 0.5513 -1.3689
N -0.8495 1.4045 -0.9690
N -1.6553 0.8225 -0.3045
C -1.4857 -0.5126 0.1345
N -0.4602 -1.0525 0.7759
H 1.7648 -0.9597 2.4537
H 0.7996 0.8017 -2.4172
H -2.4158 -1.0382 0.3231


C7H14N5 | ωB97M-V/def2-TZVPD

## Properties
charge: +1
LUMO: -4.28 eV
E_HOMO: -13.30 eV
max |F|: 5.72 eV Å⁻¹

Geometry (Å):
C -3.2615 0.4250 0.2090
C -2.0296 0.8662 0.5871
C 0.1047 0.2572 -0.3098
C 0.5523 2.5684 0.0533
C 2.4449 0.7936 0.1978
C 0.1066 -2.1819 -1.3007
C 0.7234 -1.9535 1.0121
N -3.2158 -0.1083 -1.0536
N -2.0549 -0.2576 -1.3964
N -1.2133 0.3990 -0.4603
N 0.9798 1.1679 -0.0322
N 0.8479 -1.4376 -0.2930
H -4.1957 0.5252 0.6787
H -1.6828 1.3515 1.3888
H 1.5130 3.2559 -0.0363
H -0.1152 2.7697 -0.7560
H 0.1772 2.8157 1.0526
H 2.8969 1.6504 -0.3454
H 2.6575 0.7721 1.2982
H 2.5556 -0.2555 -0.1188
H -0.9707 -1.9930 -1.1646
H 0.3750 -3.2483 -1.2248
H 0.6617 -1.9907 -2.2004
H 1.6291 -2.5526 1.2304
H -0.1756 -2.5842 1.1866
H 0.6896 -1.0544 1.7978


C45H120O15 | ωB97M-V/def2-TZVPD

## Properties
LUMO: 0.19 eV
E_HOMO: -9.36 eV
max |F|: 1.69 eV Å⁻¹

Geometry (Å):
C -38.9429 3.7840 -15.2917
C -39.7167 2.8844 -14.3281
C -38.7918 2.2775 -13.2999
O -40.7680 3.6159 -13.6866
H -39.6028 4.2349 -16.0331
H -38.1494 3.2336 -15.8078
H -38.3875 4.5589 -14.7601
H -40.1635 2.0706 -14.9145
H -39.3176 1.5668 -12.6594
H -38.3945 3.0396 -12.6186
H -37.9140 1.8269 -13.7583
H -41.4862 3.7493 -14.3120
C -35.7557 5.4980 -9.0529
C -34.3509 5.5599 -8.4601
C -33.2984 5.1411 -9.4556
O -34.1075 6.8959 -7.9883
H -35.7912 5.9478 -10.0452
H -36.4500 5.9801 -8.3691
H -36.0867 4.4544 -9.1189
H -34.3258 4.9229 -7.5702
H -32.2881 5.3556 -9.1018
H -33.4598 5.7559 -10.3495
H -33.3378 4.0738 -9.6746
H -33.9236 7.4570 -8.7534
C -41.3347 10.0725 -8.3149
C -40.4546 10.0984 -7.0849
C -39.1979 9.2662 -7.2736
O -40.0602 11.4563 -6.7987
H -41.8230 9.1018 -8.4302
H -40.7096 10.1762 -9.2093
H -42.0879 10.8569 -8.3333
H -41.0140 9.7300 -6.2124
H -38.6478 9.6755 -8.1237
H -39.3828 8.2082 -7.4873
H -38.4954 9.3193 -6.4380
H -39.6262 11.4244 -5.9385
C -44.8512 7.6082 -7.6681
C -43.9140 6.4588 -8.0422
C -42.6993 6.4178 -7.1028
O -44.6922 5.2671 -7.8635
H -45.7400 7.5668 -8.2964
H -44.3746 8.5829 -7.7979
H -45.1309 7.5050 -6.6205
H -43.6486 6.5133 -9.1068
H -42.3682 5.3876 -6.9698
H -42.9266 6.8705 -6.1377
H -41.8579 6.9868 -7.5210
H -44.2217 4.5601 -8.3431
C -37.3773 7.7906 -9.8800
C -36.4043 8.5863 -10.7356
C -35.8994 9.7705 -9.9231
O -35.3420 7.7769 -11.2010
H -37.0666 7.5302 -8.8698
H -37.6208 6.8654 -10.4241
H -38.3595 8.2691 -9.8231
H -36.9613 8.9097 -11.6250
H -36.7367 10.3098 -9.4920
H -35.2197 10.4351 -10.4638
H -35.2553 9.4016 -9.1175
H -35.7431 7.1233 -11.8122
C -36.4487 6.8050 -14.6529
C -35.9017 5.6344 -13.8345
C -34.3991 5.7193 -13.6886
O -36.4809 5.6063 -12.5273
H -36.2821 7.7464 -14.1174
H -37.5337 6.7513 -14.7628
H -35.9746 6.8367 -15.6326
H -36.1956 4.7325 -14.3884
H -34.1162 6.5738 -13.0677
H -33.8712 5.8611 -14.6304
H -34.0204 4.8322 -13.1767
H -37.4568 5.5982 -12.6217
C -43.5753 1.5612 -6.0922
C -43.3652 0.6744 -7.3209
C -43.6018 -0.7912 -6.9722
O -44.3576 1.0470 -8.3097
H -44.6099 1.4233 -5.7824
H -43.4032 2.6239 -6.2774
H -42.8596 1.2725 -5.3154
H -42.3878 0.8033 -7.7986
H -43.2591 -1.4104 -7.8024
H -44.6509 -0.9638 -6.7529
H -42.9434 -1.0336 -6.1334
H -44.0428 1.9221 -8.6212
C -39.7135 6.8785 -4.1904
C -39.4950 7.8572 -3.0433
C -39.4793 7.0813 -1.7143
O -38.2330 8.4814 -3.2309
H -39.5037 7.3598 -5.1438
H -40.7634 6.5600 -4.2077
H -39.1135 5.9761 -4.0729
H -40.3263 8.5535 -2.9218
H -39.2317 7.7353 -0.8741
H -38.7213 6.2992 -1.7592
H -40.4613 6.6762 -1.4543
H -37.6065 7.7300 -3.3073
C -39.2989 4.7471 -7.6905
C -40.1220 4.2840 -8.8816
C -39.3603 3.7767 -10.0951
O -40.9292 3.1906 -8.4129
H -38.5847 3.9684 -7.4055
H -39.9030 5.0508 -6.8397
H -38.6892 5.5916 -8.0220
H -40.7758 5.1229 -9.1426
H -38.7635 2.8909 -9.8370
H -38.6158 4.4617 -10.5191
H -39.9889 3.4683 -10.9323
H -40.3611 2.4706 -8.0727
C -43.0886 1.9208 -11.3729
C -43.4568 3.3495 -10.9730
C -44.8857 3.6881 -11.3331
O -43.3637 3.4350 -9.5379
H -43.9120 1.2519 -11.1040
H -42.2267 1.5264 -10.8319
H -42.9727 1.8120 -12.4530
H -42.7826 4.0605 -11.4677
H -45.1592 4.5783 -10.7559
H -45.5691 2.8825 -11.0582
H -45.0987 3.9421 -12.3724
H -42.4120 3.2924 -9.3191
C -38.7412 1.0665 -3.0264
C -40.1094 1.3345 -3.6276
C -40.2081 2.7559 -4.1845
O -40.3192 0.4613 -4.7493
H -38.7439 0.0957 -2.5223
H -38.4953 1.8186 -2.2701
H -37.9378 1.0832 -3.7613
H -40.9016 1.2478 -2.8780
H -39.3529 2.9457 -4.8395
H -40.2450 3.5445 -3.4329
H -41.1250 2.8301 -4.7720
H -40.5898 -0.4044 -4.4224
C -35.2783 2.9492 -11.8002
C -35.4051 1.7900 -10.8330
C -36.4849 0.7669 -11.2021
O -34.1635 1.0742 -10.7300
H -34.4153 3.5824 -11.5824
H -36.1018 3.6567 -11.6574
H -35.2299 2.6533 -12.8514
H -35.6479 2.2075 -9.8498
H -36.4036 0.4385 -12.2408
H -37.4783 1.2218 -11.1286
H -36.3928 -0.0835 -10.5329
H -33.6802 1.1517 -11.5569
C -40.4705 7.5988 -14.0348
C -39.9315 7.3545 -12.6233
C -40.9833 7.4766 -11.5471
O -39.3297 6.0532 -12.5464
H -41.2442 6.8355 -14.1956
H -39.7589 7.5205 -14.8547
H -40.9588 8.5685 -14.1484
H -39.1251 8.0794 -12.4650
H -41.4336 8.4751 -11.5181
H -40.5908 7.2818 -10.5500
H -41.7991 6.7701 -11.7391
H -39.9382 5.4168 -12.9520
C -37.0039 0.7260 -7.1079
C -38.2851 0.3791 -7.8261
C -38.6607 -1.0951 -7.6400
O -39.3550 1.1737 -7.3159
H -37.0774 0.6162 -6.0219
H -36.7615 1.7870 -7.2443
H -36.1333 0.1569 -7.4405
H -38.1950 0.5202 -8.9035
H -37.8885 -1.7858 -8.0037
H -39.4944 -1.3726 -8.2914
H -38.8678 -1.3636 -6.6044
H -39.5665 0.8765 -6.4103
C -36.5810 4.3284 -4.6404
C -36.5419 4.8315 -3.2130
C -35.3347 4.2899 -2.4492
O -36.4107 6.2684 -3.2582
H -36.6756 3.2415 -4.7384
H -35.7206 4.7034 -5.1975
H -37.4836 4.6698 -5.1585
H -37.4253 4.5333 -2.6482
H -35.3710 3.1962 -2.4101
H -35.3210 4.6265 -1.4115
H -34.3809 4.5804 -2.8956
H -35.5681 6.4798 -3.6754


C7H8 | ωB97M-V/def2-TZVPD

## Properties
LUMO: 0.94 eV
E_HOMO: -9.91 eV
max |F|: 1.00 eV Å⁻¹

Geometry (Å):
C 2.9169 0.7138 -0.1218
C 1.7646 0.9192 -0.4095
C 0.3230 1.0844 -0.6535
C -0.3927 0.0176 0.2018
C -0.1489 -1.4137 -0.3426
C -1.7795 0.1934 0.6199
C -2.7686 0.0726 1.2990
H 3.9420 0.5487 0.1295
H 0.1197 0.9858 -1.7282
H 0.0156 2.0882 -0.3421
H 0.0257 0.1871 1.1995
H 0.1146 -1.4053 -1.4071
H 0.6771 -1.8901 0.1855
H -1.0368 -2.0436 -0.2396
H -3.7728 -0.0581 1.6092